Record 1
Density functional theory data (ωB97M-V/def2-TZVPD) for C38H98As3F27N7O16S3 as an isolated structure in a non-equilibrium geometry.

Structure (XYZ):
```
192
Properties=species:S:1:pos:R:3
C 17.9955 26.4768 13.6387
N 18.6404 27.4802 12.7327
C 19.4214 26.7491 11.6603
C 17.4848 28.2340 12.0637
C 19.4888 28.6308 13.3619
C 20.9306 28.3302 13.7052
O 21.1075 27.3027 14.6482
H 17.4154 26.9421 14.4356
H 18.7632 25.9297 14.1859
H 17.3450 25.8202 13.0611
H 18.8081 25.9691 11.2093
H 20.3050 26.2703 12.0823
H 19.7643 27.4452 10.8948
H 16.9476 28.8112 12.8162
H 16.7968 27.4386 11.7772
H 17.9080 28.8184 11.2467
H 18.9358 29.0904 14.1810
H 19.4782 29.4467 12.6392
H 21.1828 29.2382 14.2530
H 21.6168 28.2149 12.8662
H 22.0185 27.3729 14.9427
C 20.4525 17.7718 13.5439
N 20.7985 18.1455 14.9966
C 22.0716 18.9985 14.9713
C 19.6184 19.0050 15.5456
C 21.0536 16.9019 15.8798
C 19.8949 15.8491 15.8649
O 19.9523 15.0839 14.6087
H 19.4601 17.3210 13.5426
H 21.2448 17.1907 13.0721
H 20.2364 18.7251 13.0614
H 21.7598 19.9443 14.5281
H 22.8873 18.4247 14.5315
H 22.3589 19.3380 15.9664
H 19.4590 19.8562 14.8836
H 19.9296 19.2493 16.5612
H 18.7173 18.4070 15.6819
H 21.2936 17.2454 16.8860
H 21.9908 16.4348 15.5772
H 18.9074 16.3063 15.9272
H 19.9333 15.0469 16.6018
H 19.6317 14.1966 14.7862
C 8.2988 21.0080 14.7628
N 9.7897 21.3873 14.4898
C 10.2178 22.5744 15.3380
C 10.6318 20.1443 14.9585
C 9.9560 21.4784 12.9556
C 8.9932 22.5049 12.2340
O 9.2484 23.8848 12.5138
H 7.6291 21.8077 14.4466
H 8.2044 20.7978 15.8282
H 8.0370 20.1224 14.1837
H 10.0877 22.2723 16.3772
H 9.5367 23.3978 15.1230
H 11.2556 22.7346 15.0458
H 10.5712 19.3708 14.1930
H 10.1366 19.7572 15.8490
H 11.6560 20.4056 15.2248
H 9.8578 20.4814 12.5260
H 11.0016 21.7331 12.7821
H 7.9605 22.2217 12.4374
H 9.1539 22.4046 11.1606
H 8.7567 24.4977 11.9623
C 16.9756 22.5249 11.2172
N 16.4641 21.0556 11.0896
C 17.3979 20.1079 11.9723
C 15.0214 20.9578 11.5591
C 16.5077 20.5301 9.6371
C 15.3579 21.0796 8.7103
O 15.3956 22.4598 8.5088
H 16.3643 23.1990 10.6172
H 18.0079 22.5192 10.8673
H 16.9113 22.7983 12.2705
H 18.3131 20.2710 11.4031
H 17.1679 19.0441 12.0326
H 17.6030 20.6326 12.9054
H 14.3926 21.7715 11.1975
H 15.1674 21.1136 12.6280
H 14.7390 19.9488 11.2589
H 16.3197 19.4572 9.6793
H 17.5294 20.6932 9.2940
H 14.3695 20.8315 9.0971
H 15.3625 20.5101 7.7809
H 15.9801 22.6752 7.7783
C 16.1034 23.3274 17.9100
N 15.6835 21.9242 18.3650
C 14.3033 22.1510 18.9707
C 15.6899 21.1286 17.0909
C 16.8010 21.4927 19.3274
C 16.6058 20.0044 19.7203
O 15.4455 19.8698 20.5612
H 17.1237 23.3027 17.5273
H 16.1581 24.1121 18.6645
H 15.3596 23.7834 17.2564
H 13.8493 21.1897 19.2114
H 13.6210 22.6601 18.2899
H 14.3377 22.7142 19.9033
H 15.2899 20.1322 17.2790
H 16.7227 20.9854 16.7734
H 15.0990 21.6871 16.3649
H 16.7368 22.1085 20.2244
H 17.7961 21.5924 18.8938
H 17.4612 19.6518 20.2965
H 16.5789 19.2879 18.8994
H 15.4675 19.0076 20.9828
C 12.9165 17.7111 17.9742
N 12.2003 17.0725 19.1832
C 10.7085 17.3505 18.9832
C 12.5659 15.6074 19.1766
C 12.7085 17.8372 20.4390
C 11.8578 17.5818 21.7096
O 12.0364 16.2373 22.0476
H 13.9540 17.3848 17.9022
H 12.6844 18.7729 18.0566
H 12.4323 17.2927 17.0918
H 10.0929 16.8740 19.7462
H 10.3644 16.9806 18.0173
H 10.4754 18.4153 18.9874
H 11.9829 15.0648 19.9207
H 13.6047 15.5347 19.4989
H 12.3755 15.2915 18.1509
H 12.5561 18.9001 20.2515
H 13.7622 17.6537 20.6487
H 10.8344 17.9069 21.5222
H 12.1766 18.0891 22.6201
H 11.3225 16.0639 22.6656
C 17.1883 11.2935 20.1718
N 17.5184 11.7877 18.7697
C 19.0543 11.7630 18.6506
C 16.8639 10.7932 17.7768
C 17.1449 13.3184 18.6028
C 15.6440 13.5144 18.1766
O 14.9086 13.1854 19.3132
H 16.1124 11.1266 20.1198
H 17.5075 12.0071 20.9313
H 17.6464 10.3380 20.4273
H 19.6219 12.5583 19.1338
H 19.3362 11.7342 17.5981
H 19.3119 10.8076 19.1077
H 15.8273 10.6460 18.0797
H 17.3401 9.8156 17.8513
H 17.0527 11.1833 16.7766
H 17.6865 13.6932 17.7343
H 17.5330 13.9403 19.4095
H 15.3854 12.8491 17.3528
H 15.5536 14.5710 17.9245
H 14.9652 14.0328 19.7607
As 14.1558 24.4240 14.2605
F 15.4381 23.1795 14.4202
F 13.2116 23.3538 13.2427
F 12.9491 25.7204 14.0474
F 15.2407 25.6887 15.1408
F 14.8859 25.0031 12.7303
F 13.4252 23.8328 15.7476
As 21.0778 19.5957 19.9135
F 21.6165 17.9759 19.4052
F 20.5544 18.9800 21.5197
F 20.7276 21.3318 20.4016
F 21.7051 20.1852 18.2894
F 19.3964 19.3960 19.2059
F 22.7360 19.7371 20.6012
As 15.2762 18.1333 14.9804
F 16.5340 17.0325 14.4601
F 14.2740 16.6820 15.4009
F 13.9319 19.2098 15.4673
F 16.2586 19.5383 14.5172
F 14.6690 18.0041 13.2789
F 15.9645 18.0356 16.6521
C 17.7690 15.5774 22.1108
F 17.8598 14.2766 22.1120
F 18.1971 16.0324 23.3350
F 18.4703 16.0952 21.0831
S 15.9084 16.1123 21.8274
O 15.8897 17.5283 21.4412
O 15.3490 15.2581 20.7990
O 15.2417 15.8468 23.1182
C 20.4685 23.3105 15.0122
F 19.1850 23.2129 15.5382
F 21.0552 24.4844 15.2933
F 21.1746 22.3609 15.5496
S 20.4343 22.8674 13.1060
O 19.9386 21.4737 13.0546
O 19.5483 23.8946 12.4959
O 21.7967 22.9845 12.6013
C 10.6130 22.8074 20.1993
F 10.5654 23.8572 19.4293
F 11.8463 22.6880 20.7118
F 9.8366 22.9375 21.2381
S 10.0550 21.1513 19.2956
O 9.5873 20.3021 20.3900
O 9.0347 21.5246 18.3290
O 11.2644 20.5461 18.6872
```

net charge = +1
ΔE to the lowest compared entry with this formula, charge and spin = 0.000 eV

Atomic partial charges in e from the Löwdin method, atoms 1 to 5:
1 C -0.0018
2 N -0.3078
3 C 0.0032
4 C 0.0147
5 C -0.0762

=====

Record 2
Density functional theory data (ωB97M-V/def2-TZVPD) for C39H100AgF18N6O5P3 as an isolated structure in a non-equilibrium geometry.

Structure (XYZ):
```
172
Properties=species:S:1:pos:R:3
Ag -27.1597 -7.1262 1.7744
C -20.3071 0.0785 4.2002
C -20.6147 1.4249 3.5290
N -22.1434 1.8092 3.2703
C -22.9902 0.8150 2.6924
C -22.6355 2.2098 5.0651
C -22.0624 3.4445 5.6760
C -22.0256 3.2213 2.5219
C -22.5471 3.1571 1.0838
O -21.6600 3.3311 0.1011
C -21.7415 3.8395 -1.4748
H -19.4689 -0.3774 3.6627
H -21.1732 -0.5716 4.3025
H -19.8532 0.2155 5.2412
H -20.3928 1.4879 2.4321
H -20.2324 2.2940 4.0465
H -22.6670 0.3342 1.7706
H -23.9864 1.3115 2.5530
H -23.2522 0.0722 3.4731
H -22.2019 1.2067 5.2471
H -23.6906 2.1292 4.8308
H -22.5989 3.8469 6.5462
H -22.1243 4.3733 5.0111
H -21.0262 3.3078 5.9597
H -20.9698 3.5025 2.2535
H -22.5705 4.0803 3.0178
H -9.7270 -5.8356 0.2606
H -23.6926 2.6940 0.8861
H -22.4657 3.2575 -2.1875
H -20.5916 3.6387 -1.7880
H -21.8866 4.9144 -1.0927
C -26.7519 -10.6404 -2.5844
C -27.6641 -9.4494 -2.7149
N -28.6142 -9.4631 -3.8518
C -29.4665 -10.8081 -3.8174
C -29.5285 -8.2697 -3.7424
C -30.5666 -8.4209 -2.6875
C -27.7872 -9.4032 -5.0818
C -28.3500 -9.7467 -6.4676
O -29.5264 -8.9969 -6.8166
C -29.9388 -9.3556 -8.1618
H -27.2627 -11.5929 -2.6650
H -26.2603 -10.6828 -1.6165
H -25.9053 -10.6980 -3.2996
H -27.0824 -8.5030 -2.6908
H -28.3316 -9.5264 -1.8632
H -30.0144 -10.9270 -2.9150
H -28.8276 -11.6340 -3.9593
H -30.2235 -10.6618 -4.5648
H -29.9489 -8.2311 -4.7873
H -28.9120 -7.3813 -3.6795
H -31.2283 -7.5089 -2.7673
H -30.1165 -8.5040 -1.6987
H -31.3599 -9.1851 -2.7798
H -26.8440 -9.9665 -4.9571
H -27.5357 -8.3705 -5.2365
H -28.5318 -10.8339 -6.4441
H -27.5986 -9.4817 -7.1567
H -29.1680 -9.1666 -8.8989
H -30.8583 -8.8033 -8.3536
H -30.0907 -10.4308 -8.1610
C -23.9633 -4.3520 -6.1355
C -22.9273 -5.2637 -5.4617
C -22.8878 -4.8700 -4.0328
N -21.8486 -5.5039 -3.1576
C -20.5445 -5.2927 -3.7726
C -22.1554 -7.0031 -2.9756
C -21.3997 -7.3345 -1.6535
C -21.0514 -6.0115 -0.9191
C -21.8187 -5.0127 -1.7561
H -23.8160 -4.5609 -7.1736
H -23.7884 -3.2814 -5.9647
H -24.9933 -4.5515 -5.8391
H -21.8653 -5.3657 -5.8014
H -23.3665 -6.3010 -5.4510
H -23.8150 -4.9868 -3.4942
H -22.6069 -3.7424 -4.0392
H -19.7833 -5.5681 -3.0454
H -20.3936 -4.2497 -4.0069
H -20.4691 -5.8835 -4.6650
H -21.8800 -7.5151 -3.8900
H -23.2397 -7.0676 -2.8254
H -20.4781 -7.9370 -1.8026
H -22.1062 -7.9727 -1.0849
H -20.0154 -5.7969 -0.8226
H -21.4147 -6.0508 0.1279
H -21.3228 -3.9579 -1.7962
H -22.8633 -5.0146 -1.4887
C -25.9224 -6.2778 10.3268
N -27.2372 -6.4401 9.5157
C -26.9404 -7.3818 8.4245
C -28.2379 -7.0135 10.4251
C -27.8115 -5.1202 8.9370
C -26.7822 -4.0614 8.5889
O -25.6783 -4.6908 7.9003
H -25.6800 -7.2359 10.7887
H -26.1763 -5.5559 11.0669
H -25.0549 -6.0199 9.7288
H -27.8264 -7.4733 7.8402
H -26.6621 -8.3235 8.9317
H -26.0731 -6.9981 7.8396
H -28.3171 -6.4725 11.3528
H -27.8821 -8.0003 10.5625
H -29.2485 -7.0330 9.9769
H -28.5814 -4.7716 9.6293
H -28.3992 -5.4497 8.0888
H -26.5477 -3.4343 9.4247
H -27.3174 -3.3096 7.9247
H -25.2861 -4.1112 7.2259
C -32.9035 -12.6947 3.4532
N -32.2820 -14.0034 3.9275
C -32.1980 -14.7930 2.6709
C -30.9072 -13.7693 4.3785
C -33.1957 -14.6992 4.9136
C -33.1454 -14.1002 6.3490
O -33.4385 -12.7287 6.4011
H -32.8990 -12.0366 4.2548
H -33.8144 -12.9087 3.0090
H -32.1349 -12.2193 2.8000
H -31.7006 -15.7473 2.8215
H -31.5975 -14.2398 1.9934
H -33.2026 -14.9304 2.2597
H -30.3951 -13.2040 3.6342
H -30.3609 -14.6841 4.6138
H -30.8827 -13.0787 5.2515
H -32.8461 -15.7365 4.9535
H -34.1826 -14.6433 4.5336
H -32.2163 -14.4514 6.7212
H -33.9032 -14.7091 6.8537
H -33.9649 -12.6163 7.1695
C -31.1864 -4.1830 0.5068
N -30.7022 -2.7167 0.7683
C -29.6055 -2.8165 1.7479
C -30.1106 -2.1821 -0.4638
C -31.9216 -1.8444 1.2395
C -33.1137 -1.8058 0.2695
O -32.7115 -0.9935 -0.8093
H -30.3310 -4.7439 0.0219
H -32.0716 -4.2327 -0.0822
H -31.2872 -4.6143 1.4988
H -28.8871 -3.4858 1.3210
H -29.9518 -3.2601 2.6437
H -29.1720 -1.8563 2.0197
H -30.9121 -2.0006 -1.1763
H -29.3138 -2.8130 -0.9382
H -29.7187 -1.2072 -0.3970
H -31.4952 -0.7897 1.4182
H -32.2880 -2.2316 2.2221
H -33.9647 -1.5217 0.8629
H -33.3515 -2.8958 0.0861
H -33.4522 -0.6592 -1.3387
P -27.4226 -4.8299 4.2992
F -27.0550 -4.0807 2.8693
F -28.4351 -3.6918 4.7815
F -28.6718 -5.5297 3.5217
F -27.7942 -5.7449 5.6294
F -26.3946 -6.0196 3.7109
F -26.1531 -4.0750 5.0781
P -29.7427 -9.4710 1.6865
F -29.1724 -8.5231 0.4746
F -28.8980 -10.7704 1.1768
F -28.3749 -9.0654 2.5451
F -30.2030 -10.4771 2.9608
F -30.4685 -8.1902 2.3582
F -31.0113 -9.9039 0.8147
P -26.1758 -5.6172 -1.0360
F -26.5824 -5.1881 0.5548
F -27.5606 -6.5707 -1.1288
F -27.0002 -4.3742 -1.6185
F -25.6824 -6.0494 -2.5258
F -24.7984 -4.7480 -0.9564
F -25.3459 -6.8473 -0.5202
```

net charge = +4

Atomic partial charges in e from the Löwdin method, atoms 1 to 5:
1 Ag 0.8586
2 C -0.0662
3 C -0.1554
4 N -0.2293
5 C -0.0861

=====

Kohn-Sham gap, respectively: 0.3197, 0.0339 Ha.
M, respectively: 1743.15, 1276.02 g/mol.
Lowest unoccupied orbital energy, respectively: -2.08, -8.90 eV.